144
Properties=species:S:1:pos:R:3:lowdin_charge:R:1 method="wB97M-V/def2-TZVPD" e_above_lowest_kj_mol=452.7 molar_mass_g_mol=809.196 smiles="CC1(C)CCCC(C)(C)N1O.CC1(C)CCCC(C)(C)N1O.CC1(C)CCCC(C)(C)N1O.CC1(C)CCCC(C)(C)N1O.NC(N)=O.NC(N)=O.NC(N)=O" multiplicity=1 gap_ev=8.0529 e_lumo_ev=0.159
C 18.2770 10.6025 13.6035 -0.042
C 19.0523 9.2609 13.6402 -0.433
C 19.6190 9.0374 12.1712 -0.032
C 20.2305 9.4715 14.6143 -0.109
C 20.7921 8.1041 15.1911 -0.122
C 19.6874 7.0360 15.5276 -0.117
C 18.6025 6.8104 14.4408 -0.492
C 19.1996 5.7944 13.3811 -0.009
C 17.4284 6.1303 15.0801 -0.045
N 18.0861 8.1090 13.9326 -0.143
O 16.9406 7.9941 13.1262 -0.024
H 18.8199 11.3571 13.0344 0.092
H 17.3831 10.4390 13.0015 0.074
H 17.9400 10.9588 14.5770 0.072
H 20.3424 8.2235 12.1233 0.065
H 18.9332 8.8079 11.3556 0.077
H 20.1404 9.8983 11.7526 0.078
H 20.9698 9.9208 13.9513 0.116
H 19.9368 10.3171 15.2362 0.089
H 21.3434 7.6112 14.3904 0.094
H 21.4565 8.3639 16.0152 0.089
H 19.2188 7.6213 16.3187 0.085
H 20.1044 6.1423 15.9919 0.127
H 20.1530 6.2115 13.0569 0.064
H 18.6279 5.6131 12.4710 0.078
H 19.2906 4.8023 13.8233 0.089
H 16.8079 6.8341 15.6349 0.072
H 17.7673 5.2660 15.6512 0.100
H 16.7835 5.7067 14.3103 0.086
H 17.2213 7.2385 12.6049 0.095
C 11.2102 13.8574 10.0014 -0.054
C 11.1105 12.3606 9.8812 -0.503
C 9.6138 12.0158 9.7161 -0.032
C 11.7754 12.0156 8.4742 -0.146
C 12.2546 10.6039 8.2622 -0.178
C 13.1221 10.2882 9.4745 -0.155
C 12.4900 10.4233 10.8580 -0.446
C 11.4760 9.1840 11.0979 0.003
C 13.6341 10.3144 11.8693 -0.046
N 11.8189 11.7494 10.9736 -0.112
O 11.1774 11.9746 12.1846 -0.003
H 11.1268 14.2035 11.0316 0.081
H 12.1699 14.3351 9.8044 0.078
H 10.5044 14.4070 9.3785 0.087
H 9.1367 12.1248 10.6900 0.082
H 8.9683 12.4671 8.9627 0.086
H 9.6353 10.9420 9.5301 0.059
H 11.0170 12.1765 7.7079 0.115
H 12.6402 12.6363 8.2395 0.113
H 11.4034 9.9251 8.2078 0.109
H 12.7526 10.7410 7.3024 0.114
H 14.1267 10.7000 9.3778 0.120
H 13.4052 9.2381 9.5474 0.105
H 11.8933 8.2273 10.7837 0.073
H 10.5974 9.3904 10.4867 0.059
H 11.1767 8.9155 12.1110 0.055
H 14.3129 9.4668 11.7755 0.087
H 13.2196 10.1755 12.8678 0.056
H 14.1396 11.2787 11.8180 0.076
H 11.8042 12.6015 12.5529 0.054
C 9.4759 7.0857 17.9779 -0.040
C 9.5678 7.1142 16.4422 -0.440
C 8.3534 6.3387 15.8548 -0.041
C 9.4949 8.6541 16.0201 -0.122
C 10.8336 9.4185 16.1134 -0.151
C 11.9392 8.6267 15.3653 -0.135
C 12.1518 7.1768 15.7310 -0.463
C 13.0256 6.5190 14.6421 -0.020
C 12.8534 6.9745 17.0958 -0.019
N 10.7529 6.5366 15.6642 -0.118
O 10.8645 5.1980 15.7952 -0.024
H 9.5495 6.0635 18.3493 0.080
H 10.2915 7.6729 18.3999 0.059
H 8.5435 7.4755 18.3863 0.089
H 7.4519 6.5409 16.4331 0.078
H 8.1971 6.4440 14.7813 0.086
H 8.4678 5.2837 16.1039 0.071
H 9.1309 8.7670 14.9989 0.111
H 8.8131 9.2271 16.6485 0.112
H 10.6893 10.4672 15.8536 0.110
H 11.0584 9.4255 17.1800 0.094
H 12.8274 9.2000 15.6309 0.085
H 11.7754 8.6724 14.2886 0.095
H 13.0841 5.4343 14.7331 0.081
H 14.0661 6.8424 14.6725 0.065
H 12.5271 6.8445 13.7291 0.080
H 13.7651 7.5703 17.1409 0.067
H 13.1320 5.9462 17.3263 0.086
H 12.1730 7.2529 17.9005 0.048
H 11.0355 5.1142 16.7362 0.089
C 17.3932 7.2138 18.8959 -0.023
C 18.4622 7.9925 19.6806 -0.463
C 18.0202 8.1726 21.1835 -0.002
C 19.7072 7.0442 19.6786 -0.121
C 21.0144 7.7204 20.2340 -0.179
C 21.3857 8.8595 19.3347 -0.150
C 20.2548 9.8905 19.3681 -0.438
C 20.3873 10.8295 20.6412 -0.018
C 20.5587 10.9020 18.1956 -0.036
N 18.9071 9.2781 19.0993 -0.085
O 17.8784 10.2330 19.1258 -0.043
H 17.1883 6.2388 19.3380 0.094
H 17.4930 7.1804 17.8110 0.051
H 16.4870 7.7998 19.0498 0.075
H 17.4182 7.3131 21.4782 0.093
H 17.3957 9.0653 21.2175 0.067
H 18.7969 8.4202 21.9071 0.070
H 19.5374 6.2024 20.3498 0.117
H 19.9542 6.6380 18.6977 0.102
H 21.7839 6.9986 20.5079 0.111
H 20.7125 7.9920 21.2456 0.093
H 21.4974 8.4547 18.3288 0.102
H 22.3557 9.2569 19.6335 0.125
H 19.9376 11.8063 20.4628 0.078
H 19.9433 10.3055 21.4876 0.063
H 21.4177 10.9909 20.9581 0.084
H 19.8504 11.7304 18.1845 0.076
H 21.4986 11.4515 18.2482 0.089
H 20.4896 10.3683 17.2477 0.048
H 17.7474 10.3494 20.0697 0.075
N 14.1389 12.2844 14.4100 0.181
C 13.0452 12.6736 15.0156 -0.727
N 13.1644 12.4342 16.2910 0.180
O 12.0505 13.1663 14.4626 0.017
H 14.2001 12.4779 13.4205 0.094
H 14.7490 11.5609 14.7627 0.082
H 12.3559 12.6113 16.8698 0.121
H 13.7696 11.7112 16.6530 0.073
N 17.0995 9.5806 16.4951 0.220
C 15.8187 9.5970 16.2937 -0.712
N 15.5866 9.3446 15.0793 0.217
O 14.9978 10.0603 17.1189 -0.042
H 17.6436 9.0830 15.8048 0.071
H 17.5224 9.8901 17.3585 0.084
H 14.6337 9.4264 14.7546 0.101
H 16.3236 8.8903 14.5591 0.065
N 13.5468 9.1132 19.3862 0.161
C 13.8754 9.8284 20.4318 -0.778
N 14.7335 10.6971 20.0133 0.166
O 13.5026 9.6549 21.5905 0.010
H 13.8905 9.3551 18.4678 0.048
H 13.0206 8.2810 19.6113 0.105
H 14.9560 10.6190 19.0312 0.064
H 15.1080 11.4396 20.5865 0.123



75
Properties=species:S:1:pos:R:3:lowdin_charge:R:1 method="wB97M-V/def2-TZVPD" molar_mass_g_mol=640.666 multiplicity=2 gap_ev="6.7007 / 6.6647" e_lumo_ev="-3.157 / -3.137" charge=+1
Ce 0.0123 0.0274 0.6477 0.621
C -1.6666 1.6081 0.9482 -0.335
C -2.0685 0.6475 -0.1489 -0.358
C -1.9900 -0.6158 1.9095 -0.267
C -1.7099 0.8507 2.2155 -0.258
C -2.2107 -0.7507 0.4776 -0.319
C -1.7253 3.0980 0.8120 -0.030
H -1.3946 3.4627 -0.1764 0.085
H -1.1185 3.6297 1.5616 0.071
H -2.7677 3.4512 0.9451 0.112
C -1.7539 1.5096 3.5242 -0.029
H -1.4365 2.5339 3.5818 0.082
H -0.9149 0.9877 4.2659 -0.033
H -2.6467 1.2809 4.0653 0.102
C -2.1453 -1.6700 2.9421 -0.018
H -3.2171 -1.7539 3.1815 0.112
H -1.6364 -1.4608 3.8956 0.059
H -1.8047 -2.6702 2.6271 0.078
C -3.0743 -1.8616 -0.0036 -0.038
H -4.1229 -1.6103 0.2379 0.111
H -2.8727 -2.8080 0.5236 0.075
H -3.0657 -2.0986 -1.0802 0.085
C -2.8722 1.1541 -1.2457 -0.051
H -3.8080 1.5650 -0.8265 0.108
H -3.1858 0.3971 -1.9684 0.079
H -2.4055 1.9969 -1.7842 0.084
C 1.5596 0.4005 -2.5930 -0.126
C 0.5336 1.2778 -2.7453 -0.110
C -0.0440 1.6188 -4.0777 -0.167
C -0.9179 0.4678 -4.6337 -0.162
C -0.9642 -0.7476 -3.7478 -0.113
C 0.0742 -1.5996 -3.6628 -0.124
C 1.3672 -1.3769 -4.3796 -0.174
C 2.2343 -0.2645 -3.7451 -0.173
H 0.7592 1.8548 -4.7935 0.117
H -0.4981 0.1753 -5.6111 0.112
H -0.6355 2.5554 -3.9997 0.119
H 2.5076 0.4738 -4.5130 0.118
H 1.9577 0.0476 -1.6328 0.077
H 0.0009 1.7825 -1.9252 0.095
H 3.1994 -0.6902 -3.4041 0.115
H 1.9220 -2.3272 -4.4718 0.115
H -0.0700 -2.6110 -3.2499 0.108
H 1.1640 -1.1004 -5.4266 0.114
H -1.9292 0.8178 -4.9042 0.117
H -1.9533 -1.0741 -3.3747 0.104
P 1.7587 1.8003 1.4433 0.713
C 1.3932 2.5930 3.0210 -0.219
H 2.2689 3.2095 3.2425 0.060
H 1.2478 1.9235 3.8790 0.032
H 0.5258 3.2666 2.9674 0.053
C 3.4370 1.2365 1.6815 -0.234
H 3.9895 2.0917 2.0997 0.064
H 3.9291 0.9488 0.7385 0.057
H 3.5343 0.3931 2.3828 0.066
C 1.9610 3.2696 0.4579 -0.245
H 2.4537 3.0767 -0.5038 0.058
H 2.6170 3.9372 1.0372 0.063
H 1.0222 3.8136 0.2601 0.053
P 1.0005 -2.3514 0.5883 0.727
C -0.1979 -3.6483 0.2022 -0.237
H 0.4062 -4.4817 -0.1794 0.067
H -0.9924 -3.4334 -0.5160 0.033
H -0.7171 -4.0075 1.1133 0.064
C 2.6252 -2.6187 -0.0883 -0.248
H 2.6048 -2.8046 -1.1665 0.053
H 3.0349 -3.5323 0.3692 0.062
H 3.3510 -1.8084 0.1186 0.064
C 1.3860 -3.1677 2.1539 -0.256
H 1.6030 -4.2180 1.8923 0.067
H 0.5630 -3.1710 2.8721 0.052
H 2.2812 -2.7615 2.6233 0.062
Se 0.0533 -0.0581 5.9313 0.771
C 0.0288 -0.0119 4.1951 -0.955
N 0.1663 -0.0664 2.9466 -0.136



8
Properties=species:S:1:pos:R:3:nbo_charge:R:1 method="wB97M-V/def2-TZVPD" e_above_lowest_kj_mol=65.7 molar_mass_g_mol=77.043 smiles="NN[N+](=O)[O-]" multiplicity=1 gap_ev=10.4782 e_lumo_ev=0.225
N 0.3268 0.1769 -0.3934 -0.626
N -0.6374 -0.6163 0.1312 -0.354
N -1.9982 0.0731 -0.0445 0.610
O -1.8856 1.2560 0.0741 -0.347
O -2.9378 -0.7398 -0.0542 -0.376
H 0.5125 0.9848 0.1169 0.365
H 0.1134 0.3723 -1.3141 0.337
H -0.4514 -1.5759 -0.2660 0.390